ORCA calculation (ωB97M-V with the def2-TZVPD basis set) on 3 unconnected molecules or ions with the total composition C10H26NO10P2 in a non-equilibrium geometry.

XYZ file:
```
49
Properties=species:S:1:pos:R:3:forces:R:3
N 1.64795 2.22698 4.07491 -1.39 0.38 -0.86
C 0.46786 1.87016 3.21465 0.51 0.37 1.74
C -0.66492 3.03548 3.23604 0.19 -0.87 0.25
C -1.97889 2.70538 2.35068 -0.71 -0.13 1.26
C -2.77667 1.56124 3.16606 1.70 -2.24 -0.80
O -2.43932 0.35492 3.13405 -1.81 4.35 0.09
O -3.88908 1.98430 3.97169 1.67 -0.20 -0.07
H 1.77609 3.25641 3.96838 0.03 -0.69 -0.15
H -0.01468 0.96051 3.72769 0.49 1.03 -0.99
H 0.76592 1.53473 2.15744 -0.76 0.65 0.70
H -0.20685 4.06760 3.00019 -0.79 -1.64 0.05
H -1.02437 3.08240 4.33399 0.66 0.08 -1.51
H -2.61370 3.65682 2.33160 0.62 -1.45 -0.25
H -1.76686 2.30357 1.30859 -0.09 0.58 1.38
H -3.51471 2.46274 4.74820 -0.29 -0.31 -0.87
C 0.04338 0.57478 -2.01796 -0.03 -0.70 -0.09
O -0.02386 1.82728 -1.34796 0.60 1.04 -0.06
P 0.92519 3.02216 -1.81664 -0.08 0.28 1.14
O 0.77741 4.27065 -1.04114 -0.15 -1.02 -0.81
O 0.61647 3.17100 -3.38758 0.56 -0.12 0.24
C -0.68213 3.61703 -3.75042 -0.40 0.09 -0.15
O 2.38905 2.38009 -1.79221 -0.98 0.05 -0.24
C 3.45460 3.17455 -2.29154 0.47 0.25 -0.24
H -0.95080 0.32952 -2.39800 0.02 0.07 0.04
H 0.74653 0.58487 -2.85308 -0.01 0.05 0.08
H 0.34853 -0.19216 -1.30444 0.03 0.08 -0.06
H -1.21520 4.05472 -2.90345 0.08 0.01 -0.03
H -1.25274 2.76862 -4.13463 0.00 0.04 0.03
H -0.58856 4.36747 -4.53654 0.06 -0.05 0.07
H 3.23087 4.24176 -2.22101 -0.02 -0.08 0.06
H 3.64089 2.91094 -3.33522 -0.02 0.04 0.03
H 4.35067 2.96439 -1.70698 -0.17 -0.06 0.04
C 0.93902 -6.16053 1.05989 -0.10 -0.48 0.27
O 1.35125 -4.85205 0.69037 -0.04 0.52 -0.92
P 0.62711 -4.12437 -0.53475 0.25 0.99 0.16
O 1.13796 -2.77082 -0.84417 -0.38 -1.31 0.36
O -0.92795 -4.17588 -0.14640 0.61 -0.42 -0.78
C -1.33902 -3.41226 0.98604 -0.23 0.38 0.57
O 0.74454 -5.18294 -1.72991 -0.05 0.20 0.85
C 0.06625 -4.87287 -2.93897 -0.35 0.05 -0.50
H 0.63816 -6.14744 2.10910 0.04 0.05 -0.07
H 0.10176 -6.51903 0.45809 0.06 0.06 0.01
H 1.78181 -6.84346 0.94158 -0.04 0.08 -0.03
H -0.58455 -2.68018 1.28185 -0.08 -0.01 -0.07
H -1.52728 -4.09111 1.82023 0.03 0.04 -0.05
H -2.26258 -2.88834 0.73947 0.12 -0.05 -0.04
H -0.07578 -3.79613 -3.05814 0.06 -0.06 0.05
H -0.90632 -5.36959 -2.94279 0.03 0.06 0.00
H 0.65754 -5.24391 -3.77682 0.05 0.00 0.16
```
Forces are in eV/Å.

Values from the calculation:
Total charge ... -1
Highest occupied orbital energy ... -0.956 eV
Orbital gap ... 0.1186 hartree

=====

ORCA calculation (ωB97M-V with the def2-TZVPD basis set) on a gas-phase ion, C6H14BrN2O2 (charge +1) in a non-equilibrium geometry.

XYZ file:
```
25
Properties=species:S:1:pos:R:3:forces:R:3
C 0.66274 -0.29284 0.16954 0.73 -0.13 0.33
C -2.36740 -0.78312 -0.07678 0.29 0.06 0.06
C -2.33820 1.52247 0.94859 0.26 -0.17 -0.08
C -1.50669 1.18771 -1.40891 0.19 -0.07 0.21
C 3.23847 -0.70467 0.69826 -2.31 1.43 0.09
C -1.67131 0.56661 -0.03184 -0.73 0.10 -0.36
N 1.75866 -0.13586 0.88772 2.73 -0.41 0.45
N 3.22629 -1.61921 -0.37000 0.19 -0.37 -0.54
O 0.59866 -1.11450 -0.82574 -0.47 0.01 -0.30
O -0.31341 0.41902 0.57493 -0.09 -0.02 -0.01
Br 4.38740 0.89499 0.43260 -0.48 -0.82 0.13
H -1.91206 -1.44370 -0.80994 -0.02 -0.04 -0.04
H -2.34366 -1.25934 0.90063 -0.03 -0.04 0.09
H -3.40648 -0.63065 -0.35353 -0.09 0.05 -0.03
H -1.74857 2.43025 1.04672 0.01 0.10 -0.02
H -2.42772 1.06088 1.92827 -0.04 -0.05 0.09
H -3.32927 1.78994 0.59772 -0.11 -0.03 -0.10
H -0.94154 2.11511 -1.34336 0.01 0.09 -0.01
H -1.00417 0.50799 -2.09231 0.00 -0.04 -0.08
H -2.48751 1.41581 -1.81403 -0.12 0.00 -0.04
H 3.48486 -1.14680 1.66300 0.07 0.05 -0.27
H 1.70491 0.54882 1.63339 -0.18 -0.04 -0.17
H 3.70961 -2.48708 -0.17053 0.01 0.09 0.04
H 3.56981 -1.23731 -1.24665 0.12 0.05 0.17
H 1.45657 -1.60453 -0.93774 0.03 0.21 0.37
```
Forces are in eV/Å.

Values from the calculation:
SMILES ... CC(C)(C)O/C(O)=[NH+]/[C@@H](N)Br
Total charge ... +1
Energy above the lowest of the compared OMol25 structures with the same formula, charge and spin ... 0.0 kJ/mol
Highest occupied orbital energy ... -14.408 eV
Orbital gap ... 0.4190 hartree

=====

ORCA calculation (ωB97M-V with the def2-TZVPD basis set) on C3H8N2O in the gas phase in a non-equilibrium geometry.

XYZ file:
```
14
Properties=species:S:1:pos:R:3:forces:R:3
C -0.64194 -0.20491 0.63249 -0.43 -1.37 1.14
C 0.09697 1.59751 -1.66978 -0.45 -0.13 0.41
N 0.91873 0.75039 -0.83765 0.71 -1.07 -0.51
C 0.12428 -2.24630 1.64615 0.30 -0.09 -0.39
O 0.28097 -0.47263 -0.38991 0.66 2.01 -0.25
N -0.63255 -1.24904 1.67341 -0.67 1.14 -0.16
H 1.37915 1.23851 -0.06936 -0.49 -0.42 0.09
H -1.67200 -0.18562 0.24695 0.18 0.07 0.03
H -0.44742 0.73794 1.16411 0.13 -0.13 -0.30
H -0.39146 0.98466 -2.42611 0.08 -0.01 -0.01
H 0.75672 2.30368 -2.17152 0.02 0.03 0.01
H -0.67350 2.15610 -1.12067 -0.05 0.02 -0.09
H 0.06310 -2.94673 2.46949 -0.02 -0.14 0.12
H 0.83895 -2.46355 0.85241 0.04 0.10 -0.09
```
Forces are in eV/Å.

Values from the calculation:
SMILES ... C=NCONC
Energy above the lowest of the compared OMol25 structures with the same formula, charge and spin ... 383.3 kJ/mol
Highest occupied orbital energy ... -9.052 eV
Orbital gap ... 0.3708 hartree

=====

ORCA calculation (ωB97M-V with the def2-TZVPD basis set) on 2 unconnected molecules or ions with the total composition C4H14N3 in a non-equilibrium geometry.

XYZ file:
```
21
Properties=species:S:1:pos:R:3:forces:R:3
C -2.09597 1.19359 -2.15187 -3.47 0.61 -0.40
C 1.10209 -1.67325 1.69332 0.74 -4.27 0.12
C -0.74761 1.27291 -1.65404 0.98 -4.55 0.44
C -0.60319 -0.33466 0.16831 -0.46 1.63 -0.30
N 1.67640 -0.45001 -0.22491 -2.73 1.69 1.15
N 0.86277 0.63862 1.73022 -0.21 3.19 1.29
N 0.77810 -0.47651 0.92388 -0.66 -0.55 -1.97
H -2.34135 2.09286 -2.76687 0.46 -0.17 0.43
H -2.22853 0.39747 -2.85824 0.21 -0.63 -0.27
H -3.04698 1.11535 -1.51684 1.76 0.30 -0.07
H 0.64757 -2.62000 1.24732 0.57 1.41 0.11
H 2.24219 -1.97042 1.88087 -2.23 1.49 -0.78
H 0.64840 -1.60814 2.65264 -0.36 0.30 0.74
H -0.31173 2.09392 -1.23328 0.67 2.16 1.31
H -0.06302 0.70217 -2.32688 -0.30 0.57 0.89
H -1.47241 -0.20714 0.84982 0.87 0.06 -0.20
H -0.72407 -1.15701 -0.49013 0.20 -0.87 -0.25
H 1.67973 0.54139 -0.43828 1.33 -0.46 -0.58
H 2.33178 -1.16805 -0.16527 1.93 -0.30 -0.02
H 0.03113 0.85177 2.30207 0.13 -0.65 -1.05
H 1.63471 0.76513 2.37817 0.57 -0.94 -0.59
```
Forces are in eV/Å.

Values from the calculation:
Total charge ... +1
Energy above the lowest of the compared OMol25 structures with the same formula, charge and spin ... 726.4 kJ/mol
Highest occupied orbital energy (spin up / spin down) ... -13.043 / -13.043 eV
Orbital gap (spin up / spin down) ... 0.3401 / 0.3401 hartree

=====

ORCA calculation (ωB97M-V with the def2-TZVPD basis set) on 2 unconnected molecules or ions with the total composition C22H31F7O9SSi2.

XYZ file:
```
72
Properties=species:S:1:pos:R:3:forces:R:3
C 5.48111 -3.99072 0.27451 0.02 -0.11 0.09
Si 5.22591 -2.27496 -0.38657 0.00 -0.01 -0.06
C 4.72301 -1.10846 0.99665 0.07 0.04 0.04
C 6.76903 -1.64922 -1.23391 -0.03 -0.03 0.04
O 4.00890 -2.41070 -1.51615 -0.06 0.11 0.04
C 3.48443 -1.26126 -2.14888 0.03 -0.02 -0.03
C 2.18485 -1.64025 -2.89265 -0.03 -0.12 -0.06
C 0.96899 -0.92169 -2.39018 -0.01 0.06 -0.06
C 0.59779 0.35488 -2.60038 -0.05 -0.10 0.00
S 1.51201 1.47665 -3.64986 0.02 -0.07 0.50
O 2.57193 0.74810 -4.27343 0.07 0.04 -0.19
O 0.61521 2.29464 -4.38897 -0.13 0.01 -0.26
C 2.47021 2.62333 -2.51034 -0.15 0.10 0.01
F 3.35654 1.87778 -1.83342 0.10 -0.08 0.04
F 3.12336 3.41077 -3.37410 0.10 0.11 -0.01
C 1.68865 3.48946 -1.49401 -0.12 -0.15 -0.02
F 1.07750 2.65040 -0.63126 0.30 0.17 0.19
F 0.77754 4.22872 -2.13544 0.14 0.08 0.02
C 2.56273 4.45516 -0.64301 0.25 0.07 0.01
F 1.76406 5.14562 0.17085 0.12 -0.10 -0.11
F 3.44925 3.77905 0.09718 -0.23 0.14 -0.16
F 3.22713 5.31188 -1.42603 -0.18 -0.17 0.17
C -0.65622 0.90630 -2.00938 0.17 -0.63 0.45
O -0.91461 2.07663 -2.04404 -0.36 0.52 -0.40
C -1.57760 -0.03161 -1.28692 -0.13 0.24 -0.04
C -2.81844 0.62976 -0.75243 0.03 0.02 -0.32
C -2.59135 1.23042 0.61403 -0.48 -0.02 0.05
O -1.51635 1.52247 1.04648 0.53 0.04 0.23
C -1.25938 -1.30756 -1.05271 0.00 -0.25 -0.09
Si -2.45438 -2.50321 -0.15013 0.01 -0.10 0.14
C -1.80859 -4.24483 -0.01630 0.04 -0.03 -0.13
C -4.06929 -2.57151 -1.11898 -0.05 0.14 0.05
C -2.73977 -1.82824 1.57948 0.15 0.07 -0.03
C 0.08592 -1.77076 -1.47234 -0.10 0.40 -0.20
O 0.54078 -2.81215 -1.07673 0.13 -0.40 0.20
H 5.95686 -4.64778 -0.45784 -0.06 0.04 0.03
H 6.11939 -3.95879 1.16379 -0.03 -0.02 -0.07
H 4.52510 -4.43590 0.56576 0.07 0.03 -0.02
H 3.72443 -0.67972 0.87647 0.05 -0.07 -0.03
H 4.73467 -1.65481 1.94434 -0.03 0.09 -0.02
H 5.43218 -0.27978 1.08283 -0.08 -0.03 0.02
H 7.54563 -1.41050 -0.50090 -0.01 -0.02 -0.09
H 7.15190 -2.41840 -1.91063 0.03 0.10 0.01
H 6.56812 -0.74664 -1.81869 0.04 -0.03 0.05
H 3.28038 -0.47820 -1.40827 0.03 -0.06 -0.07
H 4.20612 -0.86004 -2.86740 -0.07 0.02 0.06
H 2.29123 -1.46704 -3.95886 0.03 0.02 0.02
H 2.04060 -2.70590 -2.72264 -0.02 0.08 0.01
H -3.07539 1.48300 -1.39315 -0.08 -0.09 0.05
H -3.67987 -0.04095 -0.73378 0.09 0.03 0.06
H -3.50436 1.41251 1.21413 -0.06 0.05 -0.09
H -1.68682 -4.68806 -1.00901 0.02 0.01 0.08
H -2.55762 -4.83435 0.52448 0.07 0.02 -0.03
H -0.85032 -4.31478 0.49703 -0.08 0.01 0.03
H -4.27889 -3.60010 -1.42245 -0.01 0.07 0.01
H -4.89078 -2.23270 -0.47907 -0.01 -0.07 -0.11
H -4.06879 -1.94768 -2.01646 0.02 -0.08 0.04
H -1.84080 -1.31915 1.94085 -0.08 -0.06 0.05
H -2.94813 -2.66103 2.25664 -0.05 0.09 -0.01
H -3.57105 -1.12048 1.63889 0.02 -0.07 0.01
C -3.24205 2.56243 4.30653 0.13 -0.05 -0.09
O -4.56479 2.16975 3.91519 -0.04 0.00 -0.02
C -5.54326 2.80407 4.56117 0.00 0.02 0.01
O -5.39899 3.63831 5.41607 -0.01 -0.04 -0.04
O -6.71053 2.35602 4.09648 0.04 0.01 0.01
C -7.85685 2.95767 4.70968 -0.03 -0.01 -0.01
H -2.57049 1.96593 3.69513 0.01 0.01 0.00
H -3.08262 3.62016 4.10711 -0.03 0.01 0.04
H -3.07572 2.35820 5.36212 -0.05 0.02 0.01
H -7.85930 4.03275 4.54111 0.01 0.00 0.01
H -7.86412 2.76070 5.77989 0.01 0.01 0.00
H -8.71592 2.49638 4.23282 0.01 0.00 0.00
```
Forces are in eV/Å.

Values from the calculation:
SMILES ... C[Si](C)(C)OCCC1=C(S(=O)(=O)C(F)(F)C(F)(F)C(F)(F)F)C(=O)C(CC=O)=C([Si](C)(C)C)C1=O.COC(=O)OC
Highest occupied orbital energy ... -9.986 eV
Orbital gap ... 0.2998 hartree

=====

ORCA calculation (ωB97M-V with the def2-TZVPD basis set) on a molecular structure, C8H16BrO4PdS2 in a non-equilibrium geometry.

XYZ file:
```
32
Properties=species:S:1:pos:R:3:forces:R:3
Pd -0.78535 -0.18941 -2.06339 0.46 0.68 0.21
Br 1.22386 0.91146 -0.69065 -0.52 -0.24 -0.35
C 2.95179 -3.73783 0.78049 -1.05 1.19 0.02
C 2.70111 -4.90806 -0.27094 -0.97 0.92 -0.29
C 1.87240 -4.30072 -1.47707 -0.23 0.87 0.97
S 0.63551 -3.16289 -0.64865 1.91 -0.58 1.12
O -0.37790 -3.94112 0.06030 0.79 0.80 -0.97
O 0.26951 -2.07171 -1.55578 0.19 -1.45 0.34
C 1.90553 -2.56156 0.62526 -0.91 -0.70 -2.00
H 3.94141 -3.30280 0.64090 -0.06 -0.05 -0.36
H 2.91863 -3.91312 1.85579 -0.01 -1.19 -0.20
H 2.13512 -5.74749 0.13293 0.06 0.16 0.22
H 3.65681 -5.28830 -0.63170 -0.10 0.07 0.00
H 1.31788 -4.91734 -2.18445 0.08 -0.51 0.50
H 2.47878 -3.63764 -2.09409 0.08 0.19 0.17
H 1.21977 -2.26293 1.41813 0.54 -0.34 0.50
H 2.32774 -1.65997 0.18144 -0.03 -0.04 0.02
C -2.37735 4.20159 1.60067 1.05 -0.47 -0.81
C -0.92597 4.06307 1.02245 0.65 -0.54 -0.90
C -1.03131 3.89623 -0.49756 -0.83 0.19 -0.54
S -2.52482 2.85654 -0.84401 0.63 0.62 0.03
O -2.12745 1.43545 -1.00130 -0.88 1.85 0.88
O -3.31453 3.44608 -1.90886 0.33 -0.39 0.69
C -3.29797 3.23235 0.81300 -0.08 -0.75 0.41
H -2.70302 5.23440 1.47677 -0.06 -0.07 0.00
H -2.32282 3.96595 2.66350 -0.38 -0.01 -0.08
H -0.30126 3.24570 1.38265 -0.67 -0.48 0.47
H -0.25504 4.90436 1.19623 -0.50 0.43 0.19
H -0.22051 3.48487 -1.09882 0.20 -0.36 0.63
H -1.20799 4.88402 -0.92318 -0.57 -0.07 -0.24
H -3.44829 2.29000 1.33977 0.60 -0.24 -0.06
H -4.33428 3.55082 0.70015 0.25 0.52 -0.56
```
Forces are in eV/Å.

Values from the calculation:
Spin multiplicity ... 4
Highest occupied orbital energy (spin up / spin down) ... -5.478 / -9.249 eV
Orbital gap (spin up / spin down) ... 0.2241 / 0.2586 hartree

=====

Number 1: total energy -51336.61537 eV. Number 2: total energy -83561.02960 eV. Number 3: total energy -8265.35389 eV. Number 4: total energy -8832.49448 eV. Number 5: total energy -87358.17214 eV. Number 6: total energy -111932.93905 eV.